(1)
The following is a DFT calculation (wB97M-V/def2-TZVPD) of a 13-piece molecular cluster, C17H61N23O13 overall in a non-equilibrium geometry.

LUMO level in eV: 0.105
Total charge: 0
Orbital gap in eV: 8.654
Energy in Eh: -2922.3146

Element x y z (Å)
1 C -12.379 -7.977 -5.536
2 C -13.384 -8.285 -4.416
3 O -13.654 -7.022 -3.828
4 H -12.015 -8.890 -6.010
5 H -11.469 -7.549 -5.103
6 H -12.814 -7.271 -6.242
7 H -12.903 -9.042 -3.798
8 H -14.265 -8.756 -4.851
9 H -13.229 -6.338 -4.361
10 C -15.022 -5.845 -8.844
11 O -14.628 -5.059 -9.693
12 N -16.368 -6.016 -8.616
13 N -14.229 -6.670 -8.126
14 H -16.717 -6.706 -7.977
15 H -16.963 -5.352 -9.074
16 H -13.236 -6.655 -8.234
17 H -14.668 -7.215 -7.404
18 C -8.421 -8.559 -8.177
19 O -7.571 -8.740 -7.315
20 N -9.668 -9.075 -8.142
21 N -8.094 -7.831 -9.300
22 H -9.859 -9.688 -7.368
23 H -10.381 -8.888 -8.819
24 H -8.754 -7.734 -10.048
25 H -7.217 -7.351 -9.242
26 C -12.119 -3.340 -3.728
27 O -11.946 -4.359 -4.396
28 N -12.828 -3.223 -2.588
29 N -11.657 -2.124 -4.170
30 H -13.472 -3.887 -2.175
31 H -12.788 -2.337 -2.114
32 H -11.839 -1.345 -3.560
33 H -10.806 -2.127 -4.703
34 C -12.064 -10.469 0.398
35 O -11.545 -9.923 1.357
36 N -12.601 -11.718 0.399
37 N -12.021 -9.891 -0.846
38 H -12.921 -12.147 -0.450
39 H -12.641 -12.229 1.259
40 H -12.545 -10.289 -1.616
41 H -11.508 -9.036 -0.964
42 C -16.417 -10.904 -3.294
43 O -16.553 -11.929 -2.646
44 N -16.514 -9.646 -2.784
45 N -16.101 -10.881 -4.630
46 H -16.442 -8.800 -3.331
47 H -16.703 -9.524 -1.808
48 H -16.010 -10.005 -5.112
49 H -15.867 -11.755 -5.061
50 C -13.103 -12.435 -3.106
51 O -13.298 -11.224 -3.134
52 N -12.001 -12.971 -3.688
53 N -13.967 -13.294 -2.471
54 H -11.225 -12.392 -3.982
55 H -11.974 -13.937 -3.959
56 H -13.942 -14.258 -2.767
57 H -14.870 -12.832 -2.601
58 C -16.008 -5.272 -1.485
59 O -15.367 -4.353 -1.966
60 N -16.676 -5.246 -0.296
61 N -16.059 -6.506 -2.088
62 H -17.052 -6.115 0.034
63 H -16.776 -4.421 0.261
64 H -15.307 -6.605 -2.760
65 H -16.337 -7.297 -1.538
66 C -9.668 -10.616 -4.826
67 O -10.306 -11.424 -5.502
68 N -10.245 -9.868 -3.834
69 N -8.429 -10.202 -5.153
70 H -9.735 -9.095 -3.446
71 H -11.235 -9.944 -3.676
72 H -8.122 -10.407 -6.085
73 H -7.956 -9.540 -4.566
74 C -10.686 -6.306 -1.383
75 O -9.953 -6.584 -0.446
76 N -10.241 -5.987 -2.641
77 N -12.046 -6.399 -1.323
78 H -10.851 -5.333 -3.129
79 H -9.247 -5.880 -2.734
80 H -12.587 -6.452 -0.482
81 H -12.525 -6.295 -2.206
82 C -17.237 -7.425 -5.931
83 O -16.142 -7.361 -5.404
84 N -18.254 -6.562 -5.607
85 N -17.589 -8.331 -6.897
86 H -18.063 -5.894 -4.881
87 H -19.195 -6.700 -5.921
88 H -18.507 -8.423 -7.287
89 H -16.884 -9.007 -7.150
90 C -13.550 -10.307 -7.246
91 O -14.447 -9.481 -7.384
92 N -13.347 -10.913 -6.050
93 N -12.619 -10.622 -8.195
94 H -12.463 -11.373 -5.888
95 H -13.997 -10.710 -5.312
96 H -12.552 -10.083 -9.037
97 H -12.071 -11.461 -8.135
98 C -16.423 -1.533 -8.915
99 C -16.274 -2.011 -7.474
100 C -14.993 -2.823 -7.225
101 O -14.880 -3.128 -5.858
102 C -14.659 -4.502 -5.607
103 N -16.311 -0.849 -6.556
104 H -15.702 -1.848 -9.668
105 H -16.454 -0.447 -9.047
106 H -17.450 -1.800 -9.182
107 H -17.095 -2.665 -7.170
108 H -14.139 -2.184 -7.484
109 H -15.007 -3.703 -7.876
110 H -14.593 -4.702 -4.543
111 H -13.786 -4.846 -6.168
112 H -15.538 -5.072 -5.931
113 H -15.765 -1.130 -5.743
114 H -15.762 -0.096 -6.962

Löwdin population analysis, charges in e, atoms 1 to 99: -0.061 -0.267 -0.112 0.048 0.080 0.057 0.070 0.060 0.040 -0.699 0.007 0.177 0.175 0.038 0.105 0.103 0.052 -0.666 0.008 0.179 0.151 0.068 0.087 0.091 0.103 -0.650 -0.013 0.191 0.158 0.065 0.103 0.091 0.103 -0.686 0.020 0.161 0.163 0.060 0.100 0.040 0.074 -0.654 0.019 0.183 0.168 0.068 0.099 0.056 0.109 -0.654 -0.027 0.190 0.172 0.062 0.105 0.103 0.061 -0.647 0.020 0.161 0.165 0.093 0.106 0.063 0.073 -0.653 -0.030 0.195 0.175 0.102 0.055 0.082 0.110 -0.690 0.020 0.156 0.167 0.042 0.100 0.109 0.053 -0.685 0.023 0.179 0.162 0.108 0.098 0.109 0.090 -0.669 0.006 0.176 0.174 0.068 0.042 0.100 0.104 -0.060 -0.419

(2)
The following is a DFT calculation (wB97M-V/def2-TZVPD) of a 14-piece molecular cluster, C17H62N16O14 overall in a non-equilibrium geometry.

LUMO level in eV: -0.748
Total charge: 0
Orbital gap in eV: 8.254
Energy in Eh: -2614.1728

Element x y z (Å)
1 C 3.450 -0.041 -3.620
2 C 3.247 -1.279 -2.772
3 O 2.869 -0.942 -1.488
4 H 3.849 -0.403 -4.571
5 H 4.202 0.602 -3.194
6 H 2.526 0.421 -3.671
7 H 4.025 -1.968 -2.796
8 H 2.392 -1.845 -3.237
9 H 2.818 -1.641 -0.968
10 C 0.531 0.956 -0.317
11 C -0.371 -0.312 -0.141
12 O -0.511 -0.422 1.233
13 H 0.109 1.660 0.304
14 H 0.578 1.295 -1.405
15 H 1.505 0.856 0.045
16 H 0.101 -1.208 -0.596
17 H -1.232 -0.236 -0.730
18 H -1.270 -0.830 1.493
19 C 2.263 3.861 -0.437
20 C 2.782 3.486 -1.845
21 O 4.126 3.067 -1.880
22 H 2.680 3.180 0.276
23 H 1.148 3.912 -0.316
24 H 2.510 4.894 -0.257
25 H 2.884 4.284 -2.574
26 H 2.092 2.849 -2.343
27 H 4.083 2.423 -1.118
28 C 5.557 0.684 -0.155
29 O 6.129 0.270 -1.307
30 N 6.263 1.110 0.865
31 N 4.287 0.875 0.000
32 H 7.301 1.055 0.891
33 H 5.853 1.375 1.811
34 H 3.776 0.448 -0.771
35 H 3.859 0.972 0.840
36 C -3.514 1.335 0.338
37 O -3.571 0.031 -0.008
38 N -4.189 2.279 -0.247
39 N -2.683 1.724 1.207
40 H -4.852 1.982 -0.974
41 H -4.153 3.340 0.001
42 H -2.099 0.996 1.754
43 H -2.507 2.728 1.448
44 C 2.217 2.080 2.971
45 O 2.642 3.197 3.614
46 N 2.872 1.088 2.606
47 N 0.949 1.811 2.930
48 H 3.912 1.004 2.805
49 H 2.534 0.173 2.204
50 H 0.376 2.704 3.035
51 H 0.514 1.205 2.236
52 C -1.658 2.378 -3.055
53 O -0.836 3.161 -2.372
54 N -1.419 1.958 -4.256
55 N -2.848 2.010 -2.711
56 H -0.607 2.315 -4.846
57 H -2.219 1.726 -4.876
58 H -3.336 2.219 -1.761
59 H -3.464 1.403 -3.292
60 C -2.499 -1.176 3.453
61 O -1.653 -1.915 4.259
62 N -2.733 0.059 3.671
63 N -2.998 -1.481 2.314
64 H -3.431 0.515 3.146
65 H -2.258 0.486 4.529
66 H -2.873 -2.418 2.059
67 H -3.582 -0.914 1.671
68 C 2.664 -2.105 1.622
69 O 2.554 -2.616 0.357
70 N 1.808 -1.405 2.337
71 N 3.765 -2.283 2.277
72 H 0.918 -1.258 1.951
73 H 1.942 -1.173 3.329
74 H 4.472 -2.818 1.730
75 H 4.079 -1.812 3.129
76 C -0.535 0.886 5.791
77 O -0.022 2.053 6.456
78 N -0.061 0.356 4.715
79 N -1.591 0.212 6.177
80 H 0.381 1.061 4.003
81 H -0.432 -0.565 4.264
82 H -1.887 0.648 7.062
83 H -1.473 -0.778 6.455
84 C -4.941 -1.189 -3.281
85 O -5.040 -1.597 -4.679
86 N -3.861 -0.673 -2.753
87 N -5.852 -1.577 -2.400
88 H -3.047 -0.563 -3.412
89 H -3.818 -0.289 -1.788
90 H -6.656 -2.066 -2.856
91 H -5.648 -1.726 -1.400
92 C -0.383 -3.992 1.059
93 O -1.718 -3.470 0.936
94 H 0.338 -3.738 0.294
95 H -0.398 -5.086 1.055
96 H -0.067 -3.675 2.071
97 H -1.833 -3.330 -0.034
98 C -0.049 -1.306 -3.832
99 O -1.240 -0.627 -3.964
100 H 0.277 -1.140 -2.820
101 H 0.670 -1.188 -4.674
102 H -0.169 -2.344 -3.883
103 H -1.089 0.253 -3.770
104 C -3.160 -3.740 -1.726
105 O -2.321 -2.627 -1.575
106 H -4.037 -3.786 -1.023
107 H -2.651 -4.662 -1.721
108 H -3.529 -3.858 -2.772
109 H -2.805 -1.820 -1.807

Löwdin population analysis, charges in e, atoms 1 to 99: -0.049 -0.301 -0.062 0.090 0.059 0.035 0.099 0.102 -0.059 -0.040 -0.252 -0.089 0.020 0.097 0.028 0.113 0.073 -0.004 -0.056 -0.324 -0.085 0.038 0.077 0.067 0.110 0.065 0.042 -0.638 -0.070 0.148 0.164 0.136 0.129 0.091 0.017 -0.647 -0.105 0.138 0.202 0.141 0.204 0.130 0.169 -0.665 -0.058 0.159 0.125 0.152 0.080 0.189 0.085 -0.686 -0.062 0.125 0.157 0.182 0.151 0.089 0.115 -0.625 -0.115 0.149 0.171 0.094 0.110 0.078 0.109 -0.568 -0.075 0.166 0.173 0.057 0.143 0.156 0.131 -0.614 -0.157 0.116 0.089 0.030 0.100 0.129 0.140 -0.553 -0.183 0.095 0.141 0.107 0.069 0.141 0.117 -0.118 -0.165 0.063 0.077 0.082 0.031 -0.144 -0.109

(3)
The following is a DFT calculation (wB97M-V/def2-TZVPD) of a 21-piece molecular cluster, C17H63Br2Cl3NO24Si overall in a non-equilibrium geometry.

LUMO level in eV: -4.772
Total charge: +1
Orbital gap in eV: 6.155
Energy in Eh: -9363.8418

Element x y z (Å)
1 C 4.018 -0.180 1.892
2 C 5.474 -0.435 1.390
3 O 5.911 -1.555 1.462
4 O 6.347 0.567 0.895
5 C 5.784 1.259 -0.191
6 O 5.183 2.272 0.029
7 C 5.873 0.714 -1.681
8 C 4.700 -0.337 -1.793
9 C 3.357 0.220 -2.019
10 Cl 3.068 1.956 -2.212
11 C 2.212 -0.720 -2.085
12 C 0.796 -0.111 -2.285
13 C 0.248 0.171 -0.810
14 O -1.040 0.744 -0.817
15 Si -1.412 1.451 0.748
16 C -0.823 3.254 0.911
17 C -3.262 1.232 1.232
18 C -0.404 0.451 2.058
19 C 2.491 -2.159 -1.919
20 C 1.287 -3.148 -1.950
21 Br 1.237 -4.302 -0.324
22 C 1.204 -4.001 -3.296
23 C -0.346 -4.405 -3.430
24 Br 1.766 -2.792 -4.776
25 C 3.876 -2.592 -1.728
26 Cl 4.327 -4.313 -1.562
27 N 4.952 -1.692 -1.666
28 Cl 6.541 -2.292 -1.432
29 H 3.962 0.598 2.708
30 H 3.663 -1.136 2.373
31 H 3.278 0.032 1.068
32 H 6.873 0.261 -1.891
33 H 5.744 1.557 -2.416
34 H 0.146 -0.860 -2.821
35 H 0.787 0.816 -2.911
36 H 0.263 -0.836 -0.286
37 H 1.019 0.805 -0.290
38 H 0.055 3.503 0.258
39 H -1.688 3.938 0.698
40 H -0.465 3.419 1.970
41 H -3.620 0.254 0.772
42 H -3.265 1.090 2.374
43 H -3.908 2.128 0.966
44 H 0.686 0.711 1.987
45 H -0.597 -0.629 1.835
46 H -0.826 0.638 3.084
47 H 0.321 -2.571 -1.911
48 H 1.883 -4.887 -3.278
49 H -0.636 -4.764 -2.403
50 H -0.485 -5.211 -4.190
51 H -0.910 -3.465 -3.660
52 O -2.873 0.830 4.650
53 H -3.006 1.698 5.049
54 H -3.159 0.210 5.337
55 O -5.564 2.174 -0.289
56 H -5.756 2.214 -1.234
57 H -6.358 1.773 0.092
58 O -3.207 -1.815 6.142
59 H -2.719 -2.438 5.593
60 H -4.099 -2.177 6.166
61 O -2.959 4.013 -1.454
62 H -3.151 4.049 -2.401
63 H -3.749 3.608 -1.070
64 O 1.893 4.738 0.748
65 H 2.432 4.018 0.403
66 H 1.860 5.373 0.023
67 O 5.189 4.650 1.749
68 H 5.347 3.851 1.231
69 H 5.921 4.673 2.376
70 O -2.924 -2.629 -2.667
71 H -3.022 -1.759 -2.261
72 H -3.201 -3.240 -1.974
73 O 0.605 -1.837 3.127
74 H 1.191 -2.558 2.871
75 H 0.948 -1.547 3.987
76 O -3.249 -1.694 1.076
77 H -2.666 -2.417 0.813
78 H -2.905 -1.418 1.936
79 O 8.862 -3.104 1.344
80 H 8.553 -2.265 0.984
81 H 8.097 -3.686 1.273
82 O -2.289 -3.702 -6.024
83 H -2.449 -3.471 -5.100
84 H -2.900 -4.427 -6.195
85 O 0.354 0.509 5.271
86 H 0.221 1.375 5.674
87 H 0.071 -0.113 5.953
88 O -4.769 -3.538 4.768
89 H -4.956 -3.500 3.823
90 H -5.559 -3.941 5.148
91 O -2.651 2.859 -4.273
92 H -2.088 2.960 -5.049
93 H -2.192 2.203 -3.733
94 O 2.025 -2.273 5.487
95 H 2.519 -3.025 5.833
96 H 2.567 -1.508 5.721
97 O -2.306 7.089 -1.287
98 H -2.241 6.207 -1.680
99 H -1.889 7.667 -1.937
100 O -5.090 8.473 -1.891
101 H -5.939 8.148 -1.572
102 H -4.455 7.806 -1.593
103 O -7.701 0.504 1.523
104 H -8.554 0.184 1.838
105 H -7.075 -0.167 1.819
106 O -5.521 -2.274 -1.329
107 H -6.200 -2.725 -1.843
108 H -5.711 -1.338 -1.460
109 O 4.359 -2.201 -6.876
110 H 3.505 -2.497 -6.535
111 H 4.973 -2.892 -6.603

Löwdin population analysis, charges in e, atoms 1 to 99: 0.043 -0.432 0.085 0.089 -0.384 0.121 -0.021 -0.184 -0.427 0.814 -0.125 -0.120 -0.294 -0.220 0.534 -0.169 -0.168 -0.196 -0.222 -0.677 0.719 -0.659 -0.130 0.837 -0.513 0.703 -0.396 0.868 0.117 0.097 0.083 0.107 0.130 0.108 0.108 0.123 0.103 0.014 0.027 0.051 0.016 0.032 0.019 0.036 0.011 0.029 0.079 0.084 0.062 0.094 0.044 -0.066 0.048 0.010 -0.066 0.049 0.024 -0.065 0.036 0.018 -0.051 0.023 0.026 -0.057 0.013 0.050 -0.057 -0.021 0.037 -0.056 0.039 0.038 -0.093 0.023 -0.006 -0.070 0.042 0.040 -0.058 0.004 0.027 -0.061 -0.002 0.042 -0.054 0.050 0.044 -0.047 0.053 0.059 -0.049 0.047 0.033 -0.048 0.058 0.054 -0.053 0.011 0.047

(4)
The following is a DFT calculation (wB97M-V/def2-TZVPD) of a 15-piece molecular cluster, C17H64N10O15 overall in a non-equilibrium geometry.

LUMO level in eV: -0.327
Total charge: 0
Orbital gap in eV: 8.258
Energy in Eh: -2362.0095

Element x y z (Å)
1 C -0.131 4.844 -1.394
2 C 1.200 4.112 -1.434
3 O 1.808 4.416 -2.663
4 H -0.771 4.323 -0.758
5 H -0.696 4.804 -2.350
6 H 0.058 5.902 -1.087
7 H 1.015 3.067 -1.447
8 H 1.738 4.274 -0.521
9 H 1.254 4.006 -3.327
10 C -2.948 -3.211 2.574
11 C -1.531 -2.697 2.656
12 O -0.943 -2.870 1.356
13 H -2.981 -4.288 2.351
14 H -3.591 -2.678 1.840
15 H -3.376 -3.058 3.610
16 H -1.039 -3.182 3.511
17 H -1.643 -1.637 2.846
18 H -1.341 -2.268 0.690
19 C -0.619 0.580 4.960
20 O -0.453 -0.783 4.788
21 N -0.564 1.513 4.028
22 N -0.836 1.092 6.086
23 H -0.560 1.177 3.076
24 H -0.834 2.505 4.084
25 H -1.003 0.443 6.840
26 H -0.948 2.082 6.307
27 C 2.788 -1.609 -2.897
28 O 3.630 -0.553 -2.900
29 N 1.905 -1.821 -3.768
30 N 2.805 -2.563 -1.969
31 H 2.005 -1.385 -4.640
32 H 1.331 -2.660 -3.601
33 H 3.482 -2.347 -1.228
34 H 2.188 -3.402 -1.952
35 C -3.401 -1.657 -1.404
36 O -2.221 -1.105 -0.961
37 N -4.467 -1.802 -0.673
38 N -3.638 -2.276 -2.540
39 H -4.368 -1.319 0.279
40 H -5.337 -1.986 -1.071
41 H -2.874 -2.128 -3.295
42 H -4.541 -2.746 -2.867
43 C 0.419 3.128 1.546
44 O 1.615 2.433 1.682
45 N 0.326 4.357 1.795
46 N -0.650 2.473 1.300
47 H 1.223 4.841 1.872
48 H -0.388 5.031 1.432
49 H -0.510 1.515 1.037
50 H -1.523 2.944 0.975
51 C -1.579 -0.659 -4.259
52 O -2.406 0.368 -4.787
53 N -0.411 -0.360 -3.720
54 N -1.703 -1.908 -4.506
55 H -0.193 0.620 -3.727
56 H 0.482 -0.965 -3.676
57 H -2.455 -2.253 -5.160
58 H -1.050 -2.582 -3.986
59 C 4.525 1.028 1.894
60 O 4.280 2.432 1.929
61 H 3.981 0.674 2.740
62 H 5.617 0.824 1.915
63 H 4.274 0.430 0.937
64 H 3.361 2.469 1.612
65 C -1.929 2.080 -2.123
66 O -2.904 2.983 -2.547
67 H -1.583 2.286 -1.154
68 H -1.079 1.977 -2.846
69 H -2.409 1.089 -1.985
70 H -2.501 3.807 -2.288
71 C -0.648 -3.588 -2.125
72 O 0.053 -3.888 -3.313
73 H -1.708 -3.883 -2.243
74 H -0.553 -2.537 -1.922
75 H -0.284 -4.140 -1.244
76 H 0.081 -4.835 -3.441
77 C 0.857 -0.096 -0.353
78 O -0.278 -0.071 0.485
79 H 1.746 -0.261 0.215
80 H 0.904 0.839 -0.870
81 H 0.700 -0.899 -1.131
82 H -1.014 -0.317 -0.134
83 C 1.765 -0.968 3.021
84 O 2.369 -0.874 4.282
85 H 1.285 -1.894 2.895
86 H 2.472 -1.062 2.241
87 H 1.001 -0.196 2.919
88 H 2.341 0.005 4.677
89 C -3.088 0.690 1.790
90 O -4.165 -0.269 1.866
91 H -3.256 1.637 2.307
92 H -2.886 0.974 0.805
93 H -2.184 0.367 2.199
94 H -4.961 0.202 1.584
95 C 2.445 -3.713 1.113
96 O 1.347 -4.351 1.632
97 H 3.016 -4.302 0.419
98 H 3.046 -3.251 1.863
99 H 2.017 -2.891 0.583
100 H 0.495 -3.842 1.568
101 C 3.927 2.388 -1.148
102 O 3.994 2.874 -2.522
103 H 4.101 3.238 -0.457
104 H 4.571 1.525 -0.876
105 H 2.986 1.915 -0.973
106 H 3.163 3.305 -2.775

Löwdin population analysis, charges in e, atoms 1 to 99: -0.074 -0.301 -0.052 0.006 0.088 0.105 0.082 0.104 0.103 -0.094 -0.283 -0.120 0.076 0.046 0.098 0.133 0.074 0.066 -0.617 -0.091 0.168 0.163 0.051 0.130 0.130 0.132 -0.658 -0.059 0.138 0.167 0.133 0.089 0.126 0.120 -0.549 -0.120 0.174 0.138 0.111 0.095 0.068 0.166 -0.667 -0.085 0.185 0.169 0.146 0.146 0.044 0.143 -0.613 -0.135 0.165 0.118 0.089 0.078 0.175 0.104 -0.169 -0.155 0.047 0.085 0.083 -0.005 -0.190 -0.073 0.027 0.079 0.076 0.039 -0.134 -0.153 0.095 0.049 0.104 0.116 -0.106 -0.174 0.066 0.056 0.078 0.029 -0.180 -0.094 0.049 0.040 0.061 0.079 -0.123 -0.108 0.089 0.045 0.030 0.095 -0.207 -0.125 0.073 0.072 0.044

Question: The lowest orbital gap belongs to which entry?
Answer: C17H63Br2Cl3NO24Si